41
Properties=species:S:1:pos:R:3:forces:R:3 method="wB97M-V/def2-TZVPD" orbital_gap_ev=6.81 e_tot_ha=-940.58083 smiles="O=C1NC(=O)c2ccccc21.C=Cc1c(C)cc(C)cc1C" lumo_ha=-0.0281 charge=0 de_lowest_kj_mol=356.2 homo_ev=-7.58
O -2.67207 -1.18224 -1.18625 0.08 -0.35 1.60
C -2.36543 -1.16370 -0.00638 0.30 0.60 -1.53
N -1.75955 -0.02404 0.63448 -3.32 -2.39 2.68
C -1.72811 -0.28740 2.06865 0.53 1.35 -0.36
O -1.38801 0.56899 2.85530 -0.43 -0.98 -0.41
C -2.20251 -1.66166 2.26269 -0.49 -1.04 0.30
C -2.47096 -2.35520 3.44039 0.09 -0.28 -0.41
C -3.10874 -3.60164 3.32254 0.13 0.00 -0.28
C -3.45190 -4.13972 2.06036 0.24 0.20 -0.01
C -3.17664 -3.43282 0.87959 0.35 0.19 0.40
C -2.55840 -2.19151 1.02275 -0.31 -0.72 0.42
H -2.41177 0.74690 0.50484 0.66 0.20 -0.17
H -2.17182 -1.92102 4.39154 -0.20 -0.20 -0.09
H -3.32910 -4.18407 4.22141 0.04 0.25 -0.32
H -3.92282 -5.12718 1.99414 0.16 0.46 0.13
H -3.40070 -3.79623 -0.12693 -0.09 0.01 0.47
C -1.39211 1.19483 -1.61502 1.70 0.49 1.28
C -0.60176 1.27320 -0.48245 1.41 3.35 -4.11
C 0.90376 1.28576 -0.72248 -0.23 -0.22 -0.23
C 1.58922 2.51793 -0.79646 -0.05 -0.18 0.00
C 0.87883 3.84411 -0.71903 0.26 0.26 0.05
C 2.95963 2.53776 -1.05272 -0.34 -0.35 0.04
C 3.67847 1.36119 -1.27258 -0.27 0.02 0.04
C 5.16321 1.42316 -1.48218 0.25 0.00 -0.04
C 2.97826 0.15693 -1.29348 -0.42 0.18 0.05
C 1.59497 0.10924 -1.03983 0.32 0.49 0.09
C 0.85767 -1.18803 -1.15983 0.00 -0.63 -0.06
H -2.47235 1.31281 -1.54533 0.23 0.04 -0.32
H -0.92075 0.96730 -2.58798 -0.54 -0.01 0.69
H -0.88344 1.89087 0.38051 0.14 -0.53 -0.34
H 1.65731 4.61824 -0.69464 -0.38 0.01 0.10
H 0.26035 4.03412 -1.60790 0.06 -0.22 0.23
H 0.24310 3.95427 0.16531 0.06 -0.05 -0.11
H 3.45560 3.50649 -1.10240 0.04 -0.21 0.03
H 5.58820 0.42033 -1.55077 0.03 0.08 -0.01
H 5.43324 1.97209 -2.39184 -0.12 -0.10 0.07
H 5.64814 1.94511 -0.65009 -0.05 -0.12 -0.07
H 3.49029 -0.77657 -1.53033 0.00 0.21 0.10
H 1.57695 -2.01014 -1.26471 -0.21 0.09 0.06
H 0.23085 -1.39033 -0.28097 0.20 0.04 -0.21
H 0.20091 -1.20810 -2.04193 0.16 0.04 0.28